Density functional theory data (wB97M-V/def2-TZVPD) for a molecular structure, C28H78AsF6O11.

Output
relative energy (zero: lowest compared OMol25 entry of this formula, charge and spin) = 388.8 kJ/mol
2S+1 = 1
Kohn-Sham gap = 10.4 eV
total charge = -1

Element x y z (Å)
As (-0.377, -0.411, 1.244)
F (0.454, -1.966, 1.139)
F (1.027, 0.422, 0.485)
F (-1.307, 1.143, 1.350)
F (-1.764, -1.229, 1.976)
F (0.356, -0.162, 2.914)
F (-1.024, -0.725, -0.390)
C (6.450, 4.987, 0.120)
C (6.818, 4.052, -1.017)
O (8.020, 4.571, -1.539)
H (5.448, 4.762, 0.485)
H (6.472, 6.047, -0.135)
H (7.179, 4.903, 0.926)
H (6.101, 4.137, -1.834)
H (6.866, 3.018, -0.677)
H (8.749, 4.329, -0.964)
C (6.945, -3.131, 1.020)
C (6.835, -2.672, 2.499)
O (8.119, -2.479, 3.070)
H (5.939, -3.085, 0.603)
H (7.403, -4.119, 1.058)
H (7.585, -2.534, 0.370)
H (6.215, -3.368, 3.065)
H (6.338, -1.703, 2.539)
H (8.033, -2.618, 4.016)
C (5.161, 2.845, 9.662)
C (4.895, 1.836, 8.592)
O (4.479, 2.529, 7.439)
H (4.453, 3.673, 9.710)
H (6.084, 3.360, 9.398)
H (5.376, 2.391, 10.629)
H (4.089, 1.190, 8.941)
H (5.828, 1.302, 8.415)
H (4.095, 1.957, 6.771)
C (3.876, -10.049, 4.110)
C (3.727, -8.830, 3.246)
O (2.462, -8.230, 3.502)
H (4.851, -10.537, 4.096)
H (3.221, -10.821, 3.707)
H (3.647, -9.892, 5.164)
H (3.736, -9.044, 2.178)
H (4.528, -8.133, 3.492)
H (2.475, -7.350, 3.120)
C (0.917, 8.246, 4.428)
C (0.046, 6.996, 4.387)
O (-0.893, 6.942, 3.284)
H (0.304, 9.143, 4.344)
H (1.590, 8.330, 3.575)
H (1.444, 8.304, 5.380)
H (-0.517, 6.889, 5.314)
H (0.698, 6.123, 4.348)
H (-1.013, 6.019, 3.050)
C (-5.759, 1.622, 6.136)
C (-6.760, 0.541, 5.690)
C (-6.494, -0.814, 6.405)
O (-8.062, 0.870, 6.062)
H (-5.910, 2.530, 5.552)
H (-4.714, 1.376, 5.947)
H (-5.928, 1.815, 7.196)
H (-6.754, 0.440, 4.605)
H (-5.622, -1.283, 5.950)
H (-7.306, -1.541, 6.434)
H (-6.215, -0.625, 7.442)
H (-8.137, 0.795, 7.016)
C (-0.968, 7.311, -3.347)
C (0.346, 6.511, -3.237)
C (0.244, 5.313, -4.100)
O (1.489, 7.343, -3.522)
H (-1.362, 7.390, -4.360)
H (-0.891, 8.347, -3.017)
H (-1.693, 6.911, -2.638)
H (0.553, 6.192, -2.215)
H (1.170, 4.740, -4.058)
H (-0.039, 5.581, -5.118)
H (-0.564, 4.676, -3.740)
H (1.378, 8.235, -3.184)
C (-7.186, 2.684, -1.653)
C (-8.405, 2.172, -2.426)
C (-8.822, 0.721, -2.254)
O (-9.539, 2.879, -2.073)
H (-7.049, 3.762, -1.739)
H (-6.304, 2.102, -1.919)
H (-7.299, 2.513, -0.582)
H (-8.297, 2.320, -3.500)
H (-8.973, 0.592, -1.183)
H (-8.051, 0.095, -2.704)
H (-9.809, 0.491, -2.656)
H (-9.589, 2.894, -1.114)
C (-3.836, -1.129, -7.448)
C (-3.102, -1.531, -8.704)
C (-2.593, -2.926, -8.570)
O (-4.018, -1.502, -9.771)
H (-3.096, -1.013, -6.656)
H (-4.675, -1.804, -7.282)
H (-4.229, -0.120, -7.575)
H (-2.246, -0.872, -8.850)
H (-1.981, -3.067, -7.680)
H (-1.918, -3.154, -9.395)
H (-3.340, -3.718, -8.519)
H (-4.201, -0.564, -9.859)
C (4.600, -1.514, -5.681)
C (4.925, -1.043, -7.136)
C (6.196, -0.285, -7.244)
O (4.948, -2.175, -7.994)
H (4.595, -0.644, -5.024)
H (5.424, -2.129, -5.320)
H (3.638, -2.027, -5.651)
H (4.085, -0.411, -7.422)
H (7.036, -0.855, -6.847)
H (6.211, 0.673, -6.725)
H (6.562, -0.018, -8.236)
H (5.104, -1.805, -8.866)
C (-3.251, -7.337, -0.791)
C (-4.279, -7.214, 0.346)
C (-4.969, -8.560, 0.492)
O (-3.679, -6.876, 1.558)
H (-3.781, -7.559, -1.718)
H (-2.549, -8.148, -0.599)
H (-2.776, -6.360, -0.869)
H (-5.032, -6.472, 0.080)
H (-4.260, -9.338, 0.775)
H (-5.520, -8.940, -0.369)
H (-5.681, -8.475, 1.312)
H (-3.431, -5.948, 1.532)